A molecular structure, C30H24ClNNdO3PS at a distorted geometry. Source: the OMol25 dataset; level of theory: the ωB97M-V functional and the def2-TZVPD basis.

Results
2S+1 = 4
Maximum force = 2.2 eV/Å
Kohn-Sham gap (alpha / beta) = 8.25 / 8.24 eV

Geometry as XYZ:
```
62
C30H24ClNNdO3PS the ωB97M-V functional and the def2-TZVPD basis
C 3.251 1.065 -0.798
C 2.067 1.267 -1.566
C 1.362 2.372 -0.998
H 1.815 0.706 -2.461
C 2.111 2.851 0.125
C 3.287 2.046 0.245
H 4.116 2.216 0.938
H 4.041 0.349 -1.018
H 0.444 2.823 -1.365
H 1.871 3.711 0.756
Nd 1.289 0.410 0.834
Cl -0.350 1.946 2.103
P -1.545 0.408 -0.815
C -2.518 1.918 -1.275
C -3.263 2.049 -2.461
H -3.237 1.263 -3.218
C -4.064 3.178 -2.671
H -4.658 3.246 -3.585
C -4.106 4.197 -1.715
H -4.732 5.073 -1.878
C -3.339 4.095 -0.549
H -3.360 4.885 0.202
C -2.551 2.969 -0.339
H -1.951 2.879 0.568
C -1.659 -0.478 -2.435
C -0.763 -0.076 -3.446
H -0.058 0.733 -3.245
C -0.796 -0.682 -4.700
H -0.086 -0.370 -5.466
C -1.750 -1.671 -4.971
H -1.787 -2.131 -5.958
C -2.654 -2.065 -3.983
H -3.415 -2.820 -4.191
C -2.597 -1.486 -2.709
H -3.304 -1.803 -1.940
C -2.842 -0.500 0.139
C -4.194 -0.122 0.178
H -4.530 0.779 -0.339
C -5.127 -0.910 0.862
H -6.180 -0.618 0.860
C -4.707 -2.061 1.533
H -5.433 -2.679 2.061
C -3.355 -2.424 1.532
H -3.022 -3.321 2.055
C -2.422 -1.647 0.849
H -1.365 -1.928 0.847
O 5.428 -0.353 0.551
C 4.702 -0.875 1.407
N 3.322 -0.951 1.322
S 2.591 -1.708 2.586
O 1.593 -0.678 3.021
O 2.018 -2.987 2.259
C 4.088 -1.875 3.482
C 4.277 -2.509 4.711
C 5.593 -2.708 5.152
C 6.676 -2.266 4.373
C 6.458 -1.608 3.157
C 5.150 -1.472 2.686
H 3.416 -2.813 5.305
H 5.780 -3.203 6.104
H 7.696 -2.426 4.727
H 7.280 -1.204 2.562
```

A molecular structure, C30H24N6O4Ti at a distorted geometry. Source: the OMol25 dataset; level of theory: the ωB97M-V functional and the def2-TZVPD basis.

Results
Charge = +1
2S+1 = 2
Maximum force = 1.3 eV/Å
Energy above the lowest of the compared OMol25 structures with the same formula, charge and spin = 10.9 kJ/mol
Kohn-Sham gap (alpha / beta) = 6.53 / 6.24 eV

Geometry as XYZ:
```
65
C30H24N6O4Ti the ωB97M-V functional and the def2-TZVPD basis
Ti -0.462 0.405 -0.561
C -0.165 -3.365 3.149
C -0.610 -2.152 3.664
C -0.337 -0.966 3.000
C 0.395 -0.986 1.813
C 0.850 -2.198 1.308
C 0.566 -3.384 1.972
N 0.583 0.213 1.058
C 1.126 1.349 1.634
C 1.977 1.377 2.742
C 2.495 2.585 3.162
C 2.192 3.787 2.508
C 1.345 3.783 1.427
C 0.805 2.565 1.005
N -0.096 2.393 -0.047
N -0.524 3.408 -0.665
C -1.429 3.032 -1.663
C -2.094 4.001 -2.400
C -2.997 3.587 -3.359
C -3.210 2.225 -3.559
C -2.510 1.323 -2.790
N -1.629 1.714 -1.855
H -0.386 -4.288 3.669
H -1.177 -2.131 4.586
H -0.698 -0.020 3.386
H 1.421 -2.205 0.387
H 0.924 -4.323 1.569
H 2.233 0.457 3.250
H 3.160 2.601 4.016
H 2.621 4.716 2.857
H 1.083 4.694 0.907
H -1.895 5.044 -2.198
H -3.537 4.316 -3.948
H -3.911 1.870 -4.300
H -2.637 0.254 -2.907
O -2.235 -0.075 0.441
C -2.706 -1.200 0.675
C -2.351 -2.415 0.017
C -2.995 -3.592 0.428
C -2.717 -4.764 -0.210
C -1.823 -4.814 -1.286
C -1.187 -3.672 -1.701
C -1.408 -2.443 -1.047
O -0.736 -1.386 -1.417
N -3.375 -6.000 0.238
O -3.099 -7.021 -0.357
O -4.142 -5.918 1.175
H -3.486 -1.264 1.443
H -3.704 -3.579 1.246
H -1.644 -5.763 -1.771
H -0.483 -3.696 -2.522
N 1.213 0.563 -2.066
C 2.436 1.174 -1.590
C 2.686 2.506 -1.870
C 3.815 3.117 -1.342
C 4.690 2.395 -0.544
C 4.436 1.056 -0.280
C 3.308 0.441 -0.801
H 1.371 -0.394 -2.371
H 0.868 1.077 -2.871
H 2.000 3.072 -2.492
H 4.011 4.158 -1.560
H 5.570 2.872 -0.135
H 5.117 0.484 0.336
H 3.100 -0.599 -0.581
```

A molecular structure, C30H25AsF6FeN5. Source: the OMol25 dataset; level of theory: the ωB97M-V functional and the def2-TZVPD basis.

Results
2S+1 = 6
Maximum force = 0.8 eV/Å
Energy above the lowest of the compared OMol25 structures with the same formula, charge and spin = 0.0 kJ/mol
Kohn-Sham gap (alpha / beta) = 7.71 / 5.26 eV

Geometry as XYZ:
```
68
C30H25AsF6FeN5 the ωB97M-V functional and the def2-TZVPD basis
Fe -0.886 0.554 0.267
C -0.052 1.582 -6.800
C -0.032 1.090 -5.384
C 0.894 0.143 -4.953
C 0.920 -0.277 -3.645
C 0.000 0.206 -2.687
N 0.005 -0.203 -1.398
C 0.880 -1.260 -1.046
C 0.603 -2.537 -1.529
C 1.349 -3.630 -1.141
C 2.408 -3.473 -0.253
C 3.201 -4.654 0.228
C 2.692 -2.202 0.219
C 1.947 -1.089 -0.155
N 2.295 0.173 0.392
C 3.393 0.477 1.128
C 3.285 1.785 1.517
C 2.065 2.212 0.970
N 1.477 1.241 0.297
C -0.914 1.201 -3.126
C -0.909 1.620 -4.443
N -1.841 1.803 -2.242
C -3.028 2.350 -2.589
C -3.456 3.139 -1.555
C -2.453 3.023 -0.590
N -1.470 2.231 -0.997
H 0.538 0.938 -7.449
H 0.359 2.590 -6.864
H -1.070 1.620 -7.187
H 1.615 -0.255 -5.654
H 1.661 -0.994 -3.328
H -0.242 -2.655 -2.194
H 1.097 -4.612 -1.516
H 3.164 -5.469 -0.491
H 2.799 -5.025 1.172
H 4.244 -4.390 0.394
H 3.494 -2.091 0.934
H 4.172 -0.235 1.316
H 3.977 2.344 2.116
H 1.592 3.174 1.038
H -1.591 2.405 -4.742
H -3.486 2.110 -3.528
H -4.385 3.667 -1.475
H -2.416 3.450 0.397
C 0.302 1.520 5.732
C 0.094 2.283 4.563
C -0.114 1.656 3.370
C -0.130 0.241 3.257
C -0.329 -0.392 1.991
C -0.366 -1.768 1.993
C -0.187 -2.539 3.164
C 0.027 -1.926 4.362
C 0.064 -0.512 4.437
C 0.282 0.157 5.666
H 0.467 2.018 6.678
H 0.093 3.363 4.621
H -0.293 2.240 2.473
H -0.556 -2.318 1.076
H -0.242 -3.618 3.108
H 0.152 -2.502 5.270
H 0.428 -0.435 6.559
F -2.740 -0.616 0.094
As -3.999 0.046 1.214
F -2.746 1.282 1.577
F -3.380 -0.936 2.483
F -5.093 -1.192 0.727
F -5.113 0.819 2.273
F -4.518 1.053 -0.112
```